The following is a quantum chemistry calculation of one molecule with the formula C5H7NOS at a distorted geometry, from OMol25.

SMILES string ... C/C(N)=C(\C=O)C=S
Frontier orbital gap ... 0.2925 Ha
E_HOMO ... -8.40 eV
Max |F| ... 6.16 eV/Å
Electronic energy ... -19667.8322 eV
2S+1 ... 1
Lowest unoccupied orbital energy ... -0.4 eV

Atoms and positions in Å:
N  0.5275  -1.7217  0.0335
S  -3.6011  0.0837  -0.0371
H  1.5244  -2.1774  -0.2104
H  1.8771  0.3762  -1.0910
C  1.7514  0.1527  0.0547
H  2.4875  -0.7492  0.4027
H  -0.3100  -2.3717  -0.3116
C  0.3927  -0.4023  -0.0843
H  -1.6300  -1.3361  -0.2939
C  -0.7084  1.9581  0.1892
H  -1.7087  2.3539  0.7942
C  -1.9786  -0.3526  -0.0523
O  0.2104  2.7509  -0.2849
H  1.9150  0.9750  0.8724
C  -0.7493  0.4606  0.0187

Atom charges from the natural (NBO) analysis, given in e for atoms 1 to 6: number 1, N, carries -0.760; number 2, S, carries -0.060; number 3, H, carries 0.420; number 4, H, carries 0.264; number 5, C, carries -0.654; number 6, H, carries 0.194


The following is a quantum chemistry calculation of C28H25F5LuNO2 as an isolated structure at a distorted geometry, from OMol25.

Frontier orbital gap ... 0.2402 Ha
E_HOMO ... -7.47 eV
Max |F| ... 6.51 eV/Å
Electronic energy ... -82231.9728 eV
2S+1 ... 1
Lowest unoccupied orbital energy ... -0.9 eV

Atoms and positions in Å:
C  1.8072  1.2498  1.5406
C  -0.3843  1.3938  6.7071
Lu  -0.1746  -0.0090  0.8950
C  -1.4388  -2.5220  -0.1322
H  2.0642  -1.1663  -5.0003
C  3.3121  0.4762  -4.3451
H  -0.7435  2.9618  -4.1692
F  0.6696  -1.1693  4.3436
H  -2.3184  1.7784  -3.0127
C  -1.1653  -2.4604  -2.6612
C  0.0283  -2.7865  1.6481
N  -1.3951  1.5996  -2.6358
H  -1.8809  -0.2569  -0.1279
H  -3.7164  -0.8122  -0.9228
H  2.3729  -0.4288  2.8746
H  -0.0701  -0.0658  -4.3296
C  0.0539  -0.0494  4.8378
F  -1.8521  2.8178  3.6856
C  -0.3433  2.4930  -3.2465
H  4.2582  -0.0254  -4.6495
C  2.1472  2.3579  -3.4023
C  -1.2250  -2.3741  2.1774
C  2.2337  -0.0648  1.8751
F  0.8974  -0.5844  6.9848
H  2.1298  -0.1756  -1.5023
C  0.1918  0.2477  6.1768
C  -1.0971  2.2489  5.8691
H  -1.4926  -2.2792  3.2245
H  0.8870  -3.0343  2.2598
C  -2.1386  -2.2916  1.1019
C  -1.2427  1.9541  4.5298
H  -1.4225  -3.5269  -2.7193
H  1.3452  2.1898  -0.4822
H  -3.5441  -1.1248  -2.6328
C  -1.2899  -0.3418  -1.1176
C  -0.6950  0.7757  3.9901
C  -3.3622  -1.5677  -1.6409
C  2.3714  -0.8090  0.6795
C  -1.8467  -1.8009  -1.4658
H  2.1428  3.3495  -2.9774
F  -1.6212  3.3544  6.3860
C  1.6589  1.3099  0.1092
H  1.5469  2.0862  2.1914
H  -3.1659  -1.9301  1.1890
H  -0.1996  -0.4531  -1.3935
O  -1.0107  1.7979  -0.2055
C  -1.3194  1.1649  -1.3768
H  -3.9756  -2.4774  -1.5013
H  -0.1394  3.2684  -2.5119
H  0.6962  -3.1940  -0.4223
H  4.2703  2.2373  -3.5950
H  2.6145  -1.8661  0.5645
H  -1.4357  -2.0019  -3.6231
C  2.0890  -0.1883  -4.5413
C  -0.1009  -2.8910  0.2462
C  0.9417  1.7122  -3.6006
F  -0.2681  1.6610  8.0224
O  -0.8486  0.4423  2.7308
C  2.0476  0.0406  -0.4221
H  -0.0782  -2.4065  -2.5584
C  3.3302  1.7399  -3.7562
C  0.8948  0.4267  -4.1590

Atom charges from the Löwdin analysis, given in e for atoms 1 to 6: number 1, C, carries -0.200; number 2, C, carries -0.138; number 3, Lu, carries 1.650; number 4, C, carries -0.258; number 5, H, carries 0.102; number 6, C, carries -0.077


The following is a quantum chemistry calculation of one molecule with the formula C4H3N at a distorted geometry, from OMol25.

SMILES string ... C=C=CC#N
Frontier orbital gap ... 0.3721 Ha
E_HOMO ... -9.97 eV
Max |F| ... 1.65 eV/Å
Electronic energy ... -5684.1337 eV
2S+1 ... 1
Lowest unoccupied orbital energy ... 0.2 eV

Atoms and positions in Å:
H  1.1194  -0.1062  2.8094
C  0.4195  0.5562  0.9816
C  1.0827  0.7237  2.1108
H  1.6834  1.5975  2.3172
H  -1.3473  0.2934  -0.1623
C  -0.2706  0.4432  -0.1398
N  1.0685  0.3381  -2.3379
C  0.4777  0.3875  -1.3456

Atom charges from the natural (NBO) analysis, given in e for atoms 1 to 6: number 1, H, carries 0.238; number 2, C, carries 0.202; number 3, C, carries -0.476; number 4, H, carries 0.244; number 5, H, carries 0.267; number 6, C, carries -0.433


The following is a quantum chemistry calculation of a 2-piece molecular cluster, C13H14NO2S2 overall at a distorted geometry, from OMol25.

Frontier orbital gap ... 0.1678 Ha
E_HOMO ... -2.23 eV
Max |F| ... 3.39 eV/Å
Electronic energy ... -40964.1375 eV
Net charge ... -1
2S+1 ... 1
Lowest unoccupied orbital energy ... 2.3 eV

Atoms and positions in Å:
S  0.8653  -2.8968  1.0308
C  1.7860  2.0609  3.8017
C  -0.4397  1.3204  3.5386
H  -3.4154  1.9674  7.6103
O  -1.5897  1.2016  5.6422
H  -2.0135  -0.5739  6.6050
H  2.0614  1.9711  2.7367
N  0.5902  1.7376  4.2047
C  4.1733  2.5458  4.3447
C  4.7685  3.2066  6.5916
H  6.1967  2.9096  4.9842
H  4.4382  2.2913  3.3171
O  -2.6406  0.4350  3.7847
H  1.3834  2.8130  6.3058
H  -1.6211  1.0505  1.8605
H  5.5325  3.4745  7.3199
H  -3.2211  0.4408  8.4642
C  2.8090  2.4988  4.7257
C  3.4167  3.1969  6.9698
H  -0.1330  2.0215  1.5508
C  2.4416  2.8427  6.0400
C  -0.5531  1.1537  2.0797
C  1.8431  -1.6936  1.1240
S  2.8808  -0.5373  1.1818
C  -2.5023  0.4000  6.4545
H  -0.0282  0.2464  1.7452
C  -2.7346  1.1209  7.7589
H  -3.4420  0.2587  5.9099
H  3.1229  3.4673  7.9861
H  -1.8099  1.4895  8.2177
C  -1.6719  0.9467  4.3323
C  5.1457  2.8874  5.2770

Atom charges from the natural (NBO) analysis, given in e for atoms 1 to 6: number 1, S, carries 0.147; number 2, C, carries -0.191; number 3, C, carries -0.073; number 4, H, carries 0.202; number 5, O, carries -0.515; number 6, H, carries 0.167


The following is a quantum chemistry calculation of C7H7HgN2O6 as an isolated structure at a distorted geometry, from OMol25.

Frontier orbital gap ... 0.3012 Ha
E_HOMO ... -12.88 eV
Max |F| ... 6.15 eV/Å
Electronic energy ... -26803.7384 eV
Net charge ... +1
2S+1 ... 1
Lowest unoccupied orbital energy ... -4.7 eV

Atoms and positions in Å:
O  0.2340  -0.9064  -0.5478
C  0.6313  -1.4227  0.5176
C  -1.0755  3.8047  -0.5391
C  -2.0942  0.5119  -2.3341
H  1.8499  -4.1316  -0.6814
N  0.7355  -0.7066  1.7010
C  1.3115  2.2623  0.6298
C  -2.2248  1.7907  1.7331
H  1.3595  -1.1067  2.3931
O  1.0976  1.6579  -3.3039
Hg  -1.8207  0.9645  -0.2720
H  1.3083  -3.0640  1.5342
H  0.1854  -4.5094  -0.1652
O  2.1861  2.9883  0.5208
C  0.6905  1.8004  -2.2466
O  -1.2396  2.0825  2.3800
N  0.9863  -2.7350  0.6317
O  -0.6409  4.8523  -0.4428
C  0.8707  -3.6948  -0.4413
O  -2.3766  0.5732  -3.4539
H  -3.2838  1.8584  2.1290
H  0.8192  0.3005  1.5780
H  0.4902  -3.1705  -1.3200

Atom charges from the natural (NBO) analysis, given in e for atoms 1 to 6: number 1, O, carries -0.767; number 2, C, carries 0.795; number 3, C, carries 0.448; number 4, C, carries 0.445; number 5, H, carries 0.213; number 6, N, carries -0.841